Record 1
2 unconnected molecules or ions with the total composition C7H14O, computed with ωB97M-V with the def2-TZVPD basis set.

```
22
C7H14O (ωB97M-V with the def2-TZVPD basis set)
C -0.37643 1.34750 0.82535
C 0.99483 1.26816 0.38376
C 1.56888 2.36867 -0.19209
C 1.75935 -0.00290 0.56593
C 1.06560 -1.09730 -0.30437
C 1.66212 -2.10251 -0.96389
C 0.84582 -2.90465 -1.97142
H -1.05630 1.63273 0.08161
H -1.03629 0.49705 1.20057
H -0.40758 2.05900 1.69037
H 1.10767 3.38031 -0.23248
H 2.44360 2.33444 -0.71694
H 1.84903 -0.41419 1.69682
H 2.80130 0.11769 0.25288
H -0.06955 -0.95186 -0.35330
H 2.72264 -2.43510 -0.80396
H 1.36851 -2.78048 -2.79023
H -0.12718 -2.52507 -2.09432
H 0.77361 -4.01474 -1.66570
H -5.83918 1.81396 1.16327
H -6.43645 1.23043 2.38145
O -5.61398 1.17887 1.84669
```

HOMO-LUMO gap (spin up / spin down)   9.870 / 4.150 eV
Spin multiplicity   2
HOMO (spin up / spin down)   -13.55 / -12.88 eV
<S²>   0.7582
F_max   0.1046 Eh/bohr
ΔE to the lowest compared entry with this formula, charge and spin   59.30 kcal/mol
Total charge   +1

In elementary charge units, the natural (NBO) charges are: atom 1 (C): -0.713, atom 2 (C): 0.025, atom 3 (C): -0.247, atom 4 (C): -0.505, atom 5 (C): 0.021, atom 6 (C): 0.031, atom 7 (C): -0.641, atom 8 (H): 0.253, atom 9 (H): 0.246, atom 10 (H): 0.273, atom 11 (H): 0.225, atom 12 (H): 0.198, atom 13 (H): 0.344, atom 14 (H): 0.258, atom 15 (H): 0.235, atom 16 (H): 0.244, atom 17 (H): 0.241, atom 18 (H): 0.231, atom 19 (H): 0.281, atom 20 (H): 0.465, atom 21 (H): 0.472, atom 22 (O): -0.937

=====

Record 2
A molecular structure, C5H5N3, computed with ωB97M-V with the def2-TZVPD basis set.

```
13
C5H5N3 (ωB97M-V with the def2-TZVPD basis set)
C 0.84422 1.08601 1.08817
C -0.28543 0.59755 -0.53971
C -1.28681 -1.31482 -1.12136
C 0.83586 -1.44820 -0.18586
C 0.80814 -0.04773 0.12638
H -0.17467 0.76839 1.95508
H 1.94422 1.36788 1.60263
H -0.40683 2.61654 0.32293
H -2.58952 -1.55603 -1.32914
H 1.58021 -2.02977 0.22171
N 0.08163 1.91631 -0.03803
N -1.18219 0.10704 -1.33582
N -0.16882 -2.06318 -0.76700
```

HOMO-LUMO gap   8.999 eV
HOMO   -8.95 eV
F_max   0.1310 Eh/bohr
ΔE to the lowest compared entry with this formula, charge and spin   114.76 kcal/mol

In elementary charge units, the natural (NBO) charges are: atom 1 (C): -0.224, atom 2 (C): 0.403, atom 3 (C): 0.265, atom 4 (C): 0.090, atom 5 (C): -0.197, atom 6 (H): 0.197, atom 7 (H): 0.235, atom 8 (H): 0.371, atom 9 (H): 0.239, atom 10 (H): 0.188, atom 11 (N): -0.591, atom 12 (N): -0.495, atom 13 (N): -0.480

=====

Record 3
A single C5H8O molecule, computed with ωB97M-V with the def2-TZVPD basis set.

```
14
C5H8O (ωB97M-V with the def2-TZVPD basis set)
C -0.06187 -1.94428 0.02879
C 0.17525 -0.46906 0.19959
C -0.78183 0.73411 0.56540
C -0.03370 1.62176 -0.38469
C 1.09494 0.48136 -0.47415
O 1.41684 -0.07369 0.78799
H -0.88546 -2.10212 -0.67077
H -0.33163 -2.42369 0.97896
H 0.82965 -2.45369 -0.35856
H -1.80183 1.11072 0.39126
H -0.54333 1.01219 1.59568
H -0.43764 1.65182 -1.40073
H -0.43237 2.61179 0.02880
H 1.79298 0.24278 -1.28758
```

HOMO-LUMO gap   10.879 eV
HOMO   -9.81 eV
F_max   0.0553 Eh/bohr
ΔE to the lowest compared entry with this formula, charge and spin   88.10 kcal/mol

In elementary charge units, the natural (NBO) charges are: atom 1 (C): -0.633, atom 2 (C): 0.230, atom 3 (C): -0.456, atom 4 (C): -0.438, atom 5 (C): 0.061, atom 6 (O): -0.489, atom 7 (H): 0.220, atom 8 (H): 0.224, atom 9 (H): 0.227, atom 10 (H): 0.225, atom 11 (H): 0.212, atom 12 (H): 0.195, atom 13 (H): 0.220, atom 14 (H): 0.202

=====

Record 4
3 unconnected molecules or ions with the total composition C5H15NO2, computed with ωB97M-V with the def2-TZVPD basis set.

```
23
C5H15NO2 (ωB97M-V with the def2-TZVPD basis set)
C 0.66940 -2.60180 -1.04650
C 1.33399 -1.27507 -0.93562
C 0.56800 -0.16289 -0.96569
C 1.33237 1.16339 -0.80520
N 0.68615 2.10381 0.14493
C -0.74820 2.43126 -0.05933
H 0.68890 -3.19941 -0.06473
H 1.24345 -3.18083 -1.85391
H -0.41711 -2.56234 -1.13436
H 2.36761 -1.33376 -0.58527
H -0.42140 -0.16998 -1.36493
H 1.66085 1.73108 -1.68321
H 2.25275 0.82656 -0.26828
H 1.17198 3.00440 -0.03701
H -1.14915 2.43396 0.99701
H -1.38767 1.78985 -0.65353
H -0.84692 3.52964 -0.36120
O -2.79417 -1.25381 0.94800
H -2.58389 -2.08497 1.37301
H -2.82426 -0.73533 1.72383
O -0.07714 -0.29508 1.91890
H 0.18933 -0.14234 1.03007
H -0.73322 0.41858 2.09086
```

HOMO-LUMO gap   9.466 eV
HOMO   -8.71 eV
F_max   0.0702 Eh/bohr
ΔE to the lowest compared entry with this formula, charge and spin   64.24 kcal/mol

In elementary charge units, the natural (NBO) charges are: atom 1 (C): -0.660, atom 2 (C): -0.130, atom 3 (C): -0.272, atom 4 (C): -0.251, atom 5 (N): -0.636, atom 6 (C): -0.441, atom 7 (H): 0.225, atom 8 (H): 0.218, atom 9 (H): 0.225, atom 10 (H): 0.205, atom 11 (H): 0.215, atom 12 (H): 0.181, atom 13 (H): 0.197, atom 14 (H): 0.354, atom 15 (H): 0.183, atom 16 (H): 0.204, atom 17 (H): 0.189, atom 18 (O): -0.923, atom 19 (H): 0.466, atom 20 (H): 0.458, atom 21 (O): -0.941, atom 22 (H): 0.476, atom 23 (H): 0.457

=====

Question: Number 1 is which compound?
Answer: C7H14O

=====

Question: F_max of number 4 (C5H15NO2)?
Answer: 0.0702 Eh/bohr